The following is a DFT calculation (the ωB97M-V functional and the def2-TZVPD basis) of 2 unconnected molecules or ions with the total composition C3H2N4.

Structure (XYZ):
```
9
Properties=species:S:1:pos:R:3:forces:R:3:nbo_charge:R:1
N 2.7947 -0.0581 0.4717 -1.02 -0.24 -0.52 -0.31
C 1.8077 -0.3231 -0.0755 0.74 0.16 0.47 0.27
C 0.6397 -0.6841 -0.8132 -0.13 -0.02 0.04 -0.55
C -0.5897 -0.6797 -0.3244 -0.36 -0.15 0.04 0.50
N -1.7586 -0.6301 0.0090 0.72 -0.05 -0.22 -0.59
N -1.1037 2.7346 1.2883 1.40 -0.99 -0.55 0.01
N -0.2572 2.1174 0.9491 -1.41 1.06 0.58 -0.01
H 0.7578 -1.0349 -1.8335 0.02 0.13 0.09 0.28
H -2.1623 -1.4811 0.3988 0.04 0.11 0.08 0.40
```
Positions in Å, forces in eV/Å.

Computed properties:
- LUMO: 0.52 eV
- E_HOMO: -9.797 eV
- Energy above the lowest of the compared OMol25 structures with the same formula, charge and spin: 0.5 kcal per mole
- Max |F|: 0.036 Eh/bohr

---

The following is a DFT calculation (the ωB97M-V functional and the def2-TZVPD basis) of a single C4H6F3N3O2 molecule.

Structure (XYZ):
```
18
Properties=species:S:1:pos:R:3:forces:R:3:nbo_charge:R:1
C 0.7267 -1.1453 1.2620 0.76 -1.87 -0.90 0.66
C 0.2688 0.9631 0.0418 -0.21 2.02 -0.77 0.52
C 0.7788 0.7821 -1.4136 -2.00 -0.13 0.25 0.71
C -0.0492 -2.0655 2.1235 -3.10 0.71 -0.08 -0.70
N -1.9192 1.4533 -0.8957 0.64 1.73 1.19 -0.27
N -0.2869 1.0115 -2.4108 -1.81 0.99 0.49 -0.39
N 0.0522 0.0120 0.9926 -0.92 1.45 0.85 -0.67
O 1.6950 -1.5134 0.6478 0.58 0.32 0.30 -0.55
O -1.2635 2.0382 -1.9304 0.96 -2.63 0.07 -0.21
F 0.5076 2.1813 0.6308 0.04 -0.73 -1.02 -0.33
F 1.8305 1.4914 -1.7691 1.30 1.06 0.47 -0.30
F 1.0973 -0.4950 -1.5634 0.28 -1.01 -0.43 -0.30
H -0.7447 -1.4476 2.8021 0.89 -1.42 -0.80 0.21
H -0.6612 -2.6825 1.3890 0.18 1.10 0.74 0.25
H 0.4519 -2.8508 2.6056 1.29 -0.40 1.03 0.25
H -2.0198 0.4484 -0.9722 0.44 -0.51 -1.09 0.31
H 0.0101 1.3808 -3.3154 0.47 -0.02 0.44 0.38
H -0.4744 0.4379 1.7752 0.23 -0.67 -0.73 0.42
```
Positions in Å, forces in eV/Å.

Computed properties:
- LUMO (spin up / spin down): -0.27 / -0.18 eV
- E_HOMO (spin up / spin down): -9.298 / -8.532 eV
- Energy above the lowest of the compared OMol25 structures with the same formula, charge and spin: 65.1 kcal per mole
- Max |F|: 0.062 Eh/bohr

---

The following is a DFT calculation (the ωB97M-V functional and the def2-TZVPD basis) of 2 unconnected molecules or ions with the total composition CH6NOP.

Structure (XYZ):
```
10
Properties=species:S:1:pos:R:3:forces:R:3:nbo_charge:R:1
C -0.1808 -0.8939 -1.2193 -2.90 3.18 3.29 -0.47
N 0.4341 0.4315 -1.0191 0.95 -0.51 2.13 -0.67
O -0.5173 -0.3770 1.8106 -1.76 -2.03 0.94 -1.05
P 0.4412 0.6436 1.4680 -0.13 0.22 -3.86 1.41
H -0.8129 -0.9437 -2.0458 -1.06 0.69 -2.02 0.21
H 0.5467 -1.5751 -1.4289 1.92 -2.23 0.46 0.20
H -1.0276 -1.0443 -0.3976 2.25 -0.67 -0.97 0.22
H -0.2572 1.1658 -0.9604 -0.56 0.05 -0.20 0.32
H 1.4661 0.6911 2.3649 1.30 0.19 0.16 -0.07
H -0.0923 1.9020 1.4275 -0.02 1.11 0.06 -0.10
```
Positions in Å, forces in eV/Å.

Computed properties:
- LUMO (spin up / spin down): -0.78 / -0.68 eV
- E_HOMO (spin up / spin down): -9.116 / -8.789 eV
- Energy above the lowest of the compared OMol25 structures with the same formula, charge and spin: 98.6 kcal per mole
- Max |F|: 0.105 Eh/bohr

---

The following is a DFT calculation (the ωB97M-V functional and the def2-TZVPD basis) of a molecular structure, C16H15ClRu.

Structure (XYZ):
```
33
Properties=species:S:1:pos:R:3:forces:R:3:nbo_charge:R:1
C -2.3678 -1.3947 -0.7031 -2.26 0.31 -2.02 -0.36
C -1.4999 -1.6330 -1.8801 -1.66 0.15 0.91 -0.27
C -1.2505 -0.3767 -2.5141 -0.23 0.16 0.19 -0.22
H -1.3228 -2.6022 -2.3488 0.07 0.33 0.43 0.25
C -1.7136 0.6532 -1.7057 -0.34 -0.12 0.35 -0.20
C -2.3207 0.0882 -0.5119 -2.15 -0.79 -0.51 -0.41
H -2.9957 0.5894 0.2094 0.63 -0.18 -0.74 0.26
H -3.2043 -2.0420 -0.3211 1.45 0.47 -0.21 0.26
H -0.8742 -0.2661 -3.5290 0.30 0.03 0.43 0.23
H -1.8007 1.7030 -1.9763 0.53 -0.19 0.20 0.23
Ru -0.6779 -0.9175 0.2023 4.13 -0.12 -0.36 0.88
Cl 0.5257 -2.8840 0.3910 0.07 -0.42 0.53 -0.50
C 1.9139 -0.3475 -0.9244 1.98 1.74 -0.94 -0.46
C 2.1274 0.9640 -1.5556 -0.55 -1.71 1.61 -0.06
C 2.2948 0.7967 -2.9461 0.52 -2.82 -2.56 -0.25
H 2.2966 1.8958 -1.0382 -0.35 0.08 0.14 0.21
C 2.4285 -0.6212 -3.2030 -0.28 3.61 -1.66 -0.28
C 2.3190 -1.2627 -1.9687 -1.38 0.02 2.32 -0.04
H 2.4403 -2.3048 -1.7643 0.10 -0.47 -0.07 0.23
H 2.1398 -0.4732 0.1510 -0.38 -0.23 -0.84 0.25
H 2.3180 1.5425 -3.7610 -0.01 -0.33 0.88 0.22
H 2.5033 -1.0492 -4.2306 0.08 0.24 1.24 0.23
C -0.3676 1.5180 4.2792 -0.35 -0.44 -0.02 -0.22
C -1.2967 0.4798 4.0258 0.46 -0.07 -0.55 -0.21
C -1.2448 -0.1953 2.7896 0.62 0.99 0.76 -0.25
C -0.3167 0.1936 1.8187 0.46 0.04 0.33 -0.22
C 0.6891 1.1390 2.0969 -0.40 0.20 0.74 -0.17
C 0.6425 1.8219 3.3416 0.17 -0.09 -0.04 -0.23
H -0.4231 2.0491 5.2529 0.17 -0.38 -0.85 0.22
H -2.0261 0.1552 4.7711 0.27 0.29 -0.10 0.22
H -1.8382 -1.0734 2.5505 -0.46 0.14 0.37 0.21
H 1.4981 1.2725 1.3576 -0.53 0.30 0.59 0.20
H 1.4043 2.5815 3.6443 -0.67 -0.74 -0.54 0.22
```
Positions in Å, forces in eV/Å.

Computed properties:
- LUMO (spin up / spin down): 0.14 / -2.05 eV
- E_HOMO (spin up / spin down): -7.439 / -8.119 eV
- <S²>: 6.05
- Max |F|: 0.081 Eh/bohr
- 2S+1: 5

---

| no. | calculated total energy (a.u.) |
| --- | --- |
| 1 | -334.5243 |
| 2 | -770.1457 |
| 3 | -512.9187 |
| 4 | -1173.5448 |